1.
Below is a cluster of 2 separate species, C12H22N3 in total, with properties calculated with ωB97M-V/def2-TZVPD.

* energy relative to the best compared isomer or geometry (same formula, charge and spin): 63.7 kcal/mol
* gap between HOMO and LUMO (alpha / beta): 6.59 / 6.59 eV

```
! wB97M-V def2-TZVPD RIJCOSX def2/J DEFGRID3
* xyz 1 1
C -2.923 -0.782 -1.786
C -1.960 -1.775 -2.091
C -1.633 -0.876 -0.117
C 2.075 -0.897 -1.213
C 1.175 0.065 -0.879
C 2.550 -1.406 -2.523
C 1.117 2.938 -0.376
C 0.704 2.213 2.035
C -0.461 -1.868 1.849
C -1.886 0.182 2.062
C 0.370 1.924 0.596
C -1.174 -0.719 1.208
N -2.740 -0.299 -0.630
N -1.200 -1.801 -0.994
N 0.881 0.541 0.389
H -3.633 -0.385 -2.427
H -1.776 -2.482 -2.846
H 2.498 -1.518 -0.390
H 0.822 0.569 -1.790
H 2.103 -2.359 -2.692
H 3.584 -1.629 -2.525
H 2.206 -0.687 -3.342
H 2.144 2.787 -0.540
H 0.733 3.030 -1.489
H 1.083 3.995 0.059
H 0.340 1.408 2.731
H 0.229 3.191 2.453
H 1.799 2.516 2.166
H -1.102 -2.772 1.669
H 0.456 -2.296 1.437
H -0.453 -1.664 2.943
H -1.472 1.258 1.916
H -2.885 0.428 1.647
H -2.036 -0.228 3.078
H -0.689 1.661 0.329
H -0.427 -2.445 -1.041
H 1.580 0.180 1.122
*
```

=====

2.
Below is the ion C12H22N3O3S with charge -1, with properties calculated with ωB97M-V/def2-TZVPD.

* energy relative to the best compared isomer or geometry (same formula, charge and spin): 0.0 kcal/mol
* SMILES: CC[C@@H](C)[C@@H](NC(=O)[C@H](C[S-])NC(C)=O)C(=O)NC
* gap between HOMO and LUMO: 7.10 eV

```
! wB97M-V def2-TZVPD RIJCOSX def2/J DEFGRID3
* xyz -1 1
C -1.977 -0.403 -4.161
C -0.752 0.337 -3.641
C -0.685 0.447 -2.072
C -2.100 0.249 -1.461
C 0.355 -0.460 -1.381
N 0.444 -0.167 0.037
C 1.089 0.791 0.655
O 1.630 1.729 0.049
C 1.140 0.664 2.190
C -0.160 0.203 2.876
S -0.488 -1.535 2.449
N 1.440 1.997 2.724
C 2.099 2.208 3.849
C 2.437 3.607 4.218
O 2.364 1.343 4.656
C 0.087 -1.972 -1.601
O 0.314 -2.448 -2.706
N -0.261 -2.735 -0.538
C -0.595 -4.147 -0.651
H -1.914 -0.572 -5.212
H -2.103 -1.350 -3.690
H -2.843 0.175 -3.939
H -0.711 1.313 -4.100
H 0.166 -0.195 -3.945
H -0.411 1.489 -1.881
H -2.397 -0.815 -1.553
H -2.839 0.832 -1.998
H -2.125 0.597 -0.419
H 1.321 -0.229 -1.788
H 0.037 -0.853 0.657
H 1.939 -0.040 2.455
H -1.008 0.873 2.591
H -0.032 0.166 3.968
H 1.355 2.752 2.054
H 2.918 4.074 3.331
H 3.098 3.633 5.058
H 1.548 4.157 4.518
H -0.359 -2.286 0.369
H -1.300 -4.333 -1.461
H -1.052 -4.338 0.323
H 0.331 -4.761 -0.828
*
```

=====

3.
Below is the molecule C12H22O, with properties calculated with ωB97M-V/def2-TZVPD.

* energy relative to the best compared isomer or geometry (same formula, charge and spin): 0.0 kcal/mol
* SMILES: C[C@@H]1CCC[C@@]2(C)CCCC[C@@]12O
* gap between HOMO and LUMO: 10.67 eV

```
! wB97M-V def2-TZVPD RIJCOSX def2/J DEFGRID3
* xyz 0 1
C 2.446 -0.863 1.108
C 1.614 -0.562 -0.102
C 1.791 0.963 -0.408
C 0.922 1.889 0.557
C -0.027 1.110 1.431
C -0.867 0.072 0.709
C -1.744 -0.585 1.764
C -1.843 0.780 -0.340
C -1.353 0.978 -1.788
C -0.696 -0.310 -2.391
C -0.507 -1.395 -1.312
C 0.087 -0.989 0.011
O 0.028 -2.116 0.881
H 3.508 -0.724 0.904
H 2.222 -0.253 1.962
H 2.292 -1.904 1.467
H 1.987 -1.149 -0.992
H 1.320 1.124 -1.424
H 2.843 1.243 -0.409
H 1.615 2.437 1.228
H 0.333 2.615 -0.061
H 0.461 0.687 2.300
H -0.796 1.802 1.826
H -2.485 -1.346 1.407
H -2.371 0.214 2.205
H -1.147 -1.123 2.536
H -2.280 1.748 0.074
H -2.740 0.154 -0.525
H -0.498 1.694 -1.833
H -2.145 1.389 -2.435
H 0.240 -0.102 -2.866
H -1.320 -0.732 -3.194
H -1.505 -1.754 -1.067
H 0.152 -2.177 -1.670
H 0.466 -2.815 0.447
*
```

=====

4.
Below is the molecule C12H22O5, with properties calculated with ωB97M-V/def2-TZVPD.

* energy relative to the best compared isomer or geometry (same formula, charge and spin): 310.4 kcal/mol
* SMILES: C[C@H]1CCC[C@@]2(O[C@@H](CCO)C[C@@H](O)[C@@H]2O)O1
* gap between HOMO and LUMO: 8.63 eV

```
! wB97M-V def2-TZVPD RIJCOSX def2/J DEFGRID3
* xyz 0 1
C 0.752 2.888 -0.854
C 1.911 1.742 -1.052
C 2.663 1.978 0.431
C 1.922 1.281 1.727
C 1.719 -0.030 1.091
C 0.846 0.064 -0.054
O -0.378 0.229 -0.004
C -1.317 -0.252 0.887
C -2.538 0.517 0.902
C -3.194 0.624 -0.472
O -4.223 1.899 -0.436
C -1.556 -1.740 0.104
C -0.270 -2.470 0.319
O -0.316 -3.737 -0.456
C 0.850 -1.754 -0.540
O 2.045 -2.245 -0.462
O 1.386 0.664 -1.228
H 1.221 3.902 -0.935
H 0.202 2.822 -0.118
H 0.187 2.689 -1.875
H 2.506 2.171 -1.750
H 2.924 3.130 0.401
H 3.679 1.593 0.497
H 1.034 1.849 1.770
H 2.675 1.673 2.493
H 1.164 -0.531 1.930
H 2.716 -0.621 1.012
H -0.996 -0.605 1.861
H -2.412 1.414 1.279
H -3.331 0.013 1.540
H -3.611 -0.124 -0.844
H -2.389 1.284 -1.170
H -4.003 2.527 0.074
H -2.327 -2.248 0.993
H -1.924 -1.446 -1.029
H 0.174 -2.485 1.265
H -0.792 -3.577 -1.084
H 0.445 -1.470 -1.524
H 2.049 -3.039 -0.696
*
```

=====

5.
Below is a cluster of 2 separate species, C12H22Si in total, with properties calculated with ωB97M-V/def2-TZVPD.

* energy relative to the best compared isomer or geometry (same formula, charge and spin): 85.7 kcal/mol
* SMILES: C=C(C)[SiH](C(=C)C)C(C)C.C#CC
* gap between HOMO and LUMO: 9.93 eV

```
! wB97M-V def2-TZVPD RIJCOSX def2/J DEFGRID3
* xyz 0 1
C -1.553 -0.097 -1.726
C -1.038 -0.998 -0.889
C -1.850 -2.160 -0.560
Si 0.285 -0.391 0.354
C 0.704 1.476 0.307
C 0.058 2.578 -0.108
C 2.166 1.560 0.656
C -0.278 -0.967 2.191
C -0.639 -2.458 2.478
C -1.360 -0.065 2.921
H -1.121 0.895 -1.864
H -2.363 -0.369 -2.440
H -2.430 -2.475 -1.501
H -2.569 -2.080 0.418
H -1.124 -2.989 -0.392
H 1.549 -1.126 -0.343
H -1.012 2.461 -0.440
H 0.353 3.601 -0.126
H 2.680 1.831 -0.310
H 2.648 0.754 1.096
H 2.218 2.397 1.315
H 0.633 -0.734 2.693
H -1.671 -2.641 2.638
H -0.301 -3.172 1.770
H -0.117 -2.757 3.460
H -1.442 -0.392 3.928
H -2.354 -0.100 2.486
H -1.046 0.888 2.808
C 2.346 -0.422 -2.761
C 1.788 0.637 -3.041
C 1.041 1.894 -3.110
H 3.164 -1.056 -2.560
H 1.416 2.334 -4.066
H 1.257 2.336 -2.119
H -0.038 1.810 -3.163
*
```

=====

6.
Below is a cluster of 4 separate species, C12H23Br2F5N2O6PS2 in total, with properties calculated with ωB97M-V/def2-TZVPD.

* gap between HOMO and LUMO: 6.47 eV

```
! wB97M-V def2-TZVPD RIJCOSX def2/J DEFGRID3
* xyz 1 1
C 3.762 0.062 -0.871
C 2.474 0.995 -0.993
C 2.141 1.671 -2.336
C 2.872 1.589 -3.756
C 1.920 0.645 -4.699
C 2.707 -0.671 -5.236
S 1.804 -1.337 -6.739
N 0.927 2.443 -1.942
P -0.051 3.548 -2.948
O -0.460 2.754 -4.426
Br 1.423 5.210 -3.526
C 0.571 2.214 -0.569
Br -1.000 3.133 0.193
N 1.502 1.310 0.075
S 1.447 0.797 1.727
O 2.853 0.361 2.102
O 1.156 2.003 2.576
C 0.347 -0.669 2.044
F 0.488 -1.699 1.038
F 0.761 -1.272 3.269
C -1.228 -0.366 2.152
F -1.773 -1.306 3.104
F -1.573 0.905 2.635
F -1.861 -0.696 0.916
H 4.282 -0.067 -1.890
H 3.589 -0.931 -0.336
H 4.522 0.647 -0.221
H 3.913 1.132 -3.673
H 2.932 2.605 -4.276
H 1.456 1.248 -5.570
H 1.031 0.238 -4.088
H 2.700 -1.509 -4.443
H 3.777 -0.368 -5.542
H 2.334 -0.618 -7.821
H 0.289 2.986 -5.039
C -3.900 3.652 4.138
O -4.041 2.315 4.595
H -4.721 4.248 4.535
H -2.951 4.063 4.490
H -3.935 3.672 3.045
H -3.305 1.809 4.230
C -5.134 -3.446 3.155
O -4.532 -2.546 2.234
H -5.993 -3.916 2.676
H -4.414 -4.216 3.443
H -5.469 -2.898 4.040
H -3.776 -2.144 2.683
C 0.271 -4.828 2.495
O -0.837 -4.466 3.295
H 0.443 -5.901 2.586
H 0.058 -4.584 1.451
H 1.159 -4.289 2.834
H -0.958 -3.513 3.185
*
```

=====

7.
Below is a cluster of 3 separate species, C12H23Br4ClO3 in total, with properties calculated with ωB97M-V/def2-TZVPD.

* SMILES: C[C@H](O)C[C@H](CCCCl)OC=O.BrCCBr.BrCCBr
* gap between HOMO and LUMO: 10.29 eV

```
! wB97M-V def2-TZVPD RIJCOSX def2/J DEFGRID3
* xyz 0 1
C -0.109 4.624 -1.986
C -0.966 3.490 -1.426
O -2.088 4.107 -0.778
C -0.260 2.591 -0.412
C 1.204 2.269 -0.726
C 1.557 0.820 -0.447
C 2.866 0.363 -1.133
C 2.638 -0.600 -2.286
Cl 2.657 0.253 -3.865
O 2.056 3.236 -0.068
C 2.983 2.789 0.805
O 4.160 3.134 0.751
H -0.631 5.556 -1.803
H 0.863 4.705 -1.518
H 0.007 4.525 -3.059
H -1.350 2.899 -2.254
H -2.797 3.470 -0.713
H -0.339 3.062 0.562
H -0.819 1.661 -0.354
H 1.364 2.426 -1.790
H 0.746 0.235 -0.870
H 1.554 0.568 0.608
H 3.403 1.240 -1.471
H 3.494 -0.137 -0.402
H 1.705 -1.138 -2.202
H 3.448 -1.315 -2.340
H 2.634 2.184 1.650
Br -1.298 -2.317 -1.151
C -2.693 -2.462 0.198
C -3.415 -1.161 0.407
Br -2.360 0.113 1.436
H -2.215 -2.818 1.103
H -3.379 -3.218 -0.178
H -4.318 -1.325 0.990
H -3.671 -0.671 -0.526
Br -1.968 -6.528 4.714
C -1.309 -5.967 2.973
C -0.200 -4.957 3.091
Br -0.870 -3.197 3.585
H -2.164 -5.582 2.426
H -0.948 -6.872 2.491
H 0.295 -4.822 2.131
H 0.533 -5.232 3.841
*
```

=====

8.
Below is a cluster of 4 separate species, C12H23ClFNO12S in total, with properties calculated with ωB97M-V/def2-TZVPD.

* SMILES: O=S(=O)(F)N(Cl)C[C@H]1CO1.COC(=O)OC.COC(=O)OC.COC(=O)OC
* gap between HOMO and LUMO: 8.39 eV

```
! wB97M-V def2-TZVPD RIJCOSX def2/J DEFGRID3
* xyz 0 1
O 7.267 2.479 0.904
S 6.583 1.088 0.953
O 7.448 0.154 0.021
F 6.633 0.350 2.532
N 4.960 1.049 0.303
Cl 4.952 1.262 -1.433
C 4.072 2.126 0.889
C 2.461 1.431 0.572
C 2.196 -0.107 1.331
O 1.521 1.312 1.815
H 4.108 2.203 2.057
H 4.095 3.151 0.324
H 1.966 1.610 -0.567
H 1.574 -0.682 0.526
H 2.988 -0.538 2.073
C -4.844 2.279 -0.934
O -3.567 1.718 -0.635
C -3.184 1.862 0.659
O -3.825 2.411 1.540
O -1.962 1.289 0.801
C -1.429 1.365 2.122
H -5.049 2.106 -1.994
H -5.628 1.789 -0.347
H -4.844 3.359 -0.755
H -2.076 0.838 2.830
H -1.291 2.408 2.423
H -0.451 0.876 2.120
C 2.148 -0.766 -5.325
O 1.020 0.104 -5.394
C 0.475 0.407 -4.189
O 0.865 0.005 -3.104
O -0.580 1.234 -4.401
C -1.256 1.638 -3.212
H 2.503 -0.940 -6.345
H 2.959 -0.303 -4.754
H 1.867 -1.730 -4.889
H -0.582 2.198 -2.555
H -1.674 0.770 -2.691
H -2.081 2.296 -3.499
C -2.547 -5.396 4.101
O -2.200 -4.052 3.775
C -2.532 -3.680 2.513
O -3.081 -4.383 1.679
O -2.147 -2.390 2.340
C -2.436 -1.860 1.048
H -2.236 -5.586 5.132
H -3.631 -5.542 4.036
H -2.021 -6.100 3.448
H -3.515 -1.864 0.861
H -1.905 -2.423 0.273
H -2.086 -0.825 1.021
*
```

=====

Per-record strongest force on any atom, eV Å⁻¹: 3.8 1.8 2.6 15.8 3.5 10.0 2.8 9.7